The following is a quantum chemistry calculation of a cluster of 10 separate species, C36H70Br2O13S in total, from the OMol25 dataset.

The geometry in XYZ format:
```
122
Properties=species:S:1:pos:R:3:forces:R:3:mulliken_charge:R:1
C -1.59929 -7.04581 -1.20170 0.65 -0.13 0.78 -0.569
O -2.91473 -6.70727 -0.57277 0.75 0.20 -3.30 -0.325
C -3.73307 -6.17960 -1.67911 -0.83 0.53 1.20 -0.542
C -5.09264 -5.52478 -0.95914 0.21 -2.26 -1.42 -0.128
O -4.77491 -4.65877 0.19249 0.90 1.69 -2.41 -0.283
S -3.89146 -3.27431 -0.26222 4.74 3.93 4.77 0.945
O -2.37327 -3.52506 -0.46791 -5.57 -0.23 -0.51 -0.554
O -3.98802 -2.21412 0.90366 -0.99 -4.13 -4.01 -0.552
C -4.75863 -2.48464 -1.73286 -1.34 -1.49 -1.77 -0.599
C -6.27030 -3.19745 -1.79727 0.51 -0.26 0.16 -0.787
C -5.95328 -4.80111 -2.15167 0.16 0.54 -0.54 0.381
C -7.29253 -5.61402 -2.63773 -0.54 1.94 -0.30 -0.750
Br -6.97291 -7.61550 -2.87203 -0.14 1.60 0.35 -0.138
C -8.65062 -5.28443 -1.76266 -1.23 -1.03 -2.01 0.085
C -9.88066 -6.32664 -2.20555 -0.22 0.20 0.66 -1.110
Br -8.44266 -5.48846 0.21556 0.08 0.33 -1.17 -0.139
H -1.06028 -7.78827 -0.45935 -1.22 1.35 -1.71 0.231
H -1.78850 -7.52103 -2.26757 0.59 0.85 2.22 0.275
H -0.89373 -6.09293 -1.26697 -1.71 -1.82 -0.06 0.207
H -4.09791 -7.03941 -2.42081 0.79 1.85 1.54 0.268
H -3.13673 -5.34603 -2.25086 -1.10 -1.51 0.95 0.328
H -5.66301 -6.46947 -0.50325 1.13 2.43 -0.83 0.399
H -4.80680 -1.31502 -1.70568 0.41 -2.44 0.55 0.394
H -4.17538 -2.86526 -2.70113 -1.10 0.99 2.20 0.321
H -6.89292 -2.66482 -2.65094 1.31 -1.18 1.80 0.330
H -6.83608 -3.09595 -0.75149 1.30 -0.19 -2.38 0.188
H -5.23530 -4.75237 -3.10406 -1.57 -0.25 1.96 0.294
H -7.52618 -5.23043 -3.74400 0.42 -0.96 2.47 0.494
H -9.04198 -4.19980 -2.02385 1.20 -2.13 0.79 0.346
H -9.90790 -6.45374 -3.37769 0.13 0.18 2.43 0.305
H -10.91848 -5.88678 -1.83989 2.25 -0.74 -0.82 0.334
H -9.76626 -7.36586 -1.63877 -0.03 2.27 -1.51 0.340
C -0.89564 -0.96335 1.00169 -0.20 0.45 -0.24 -0.619
C 0.17929 0.09038 1.01924 -0.40 1.10 -0.46 0.751
C 1.51537 -0.29122 1.59824 0.27 0.56 -0.13 -0.946
O -0.02628 1.21969 0.57748 0.27 -1.18 0.52 -0.574
H -1.80498 -0.54659 0.55585 0.21 -0.15 0.12 0.207
H -0.57032 -1.81593 0.40032 -0.06 -0.08 0.23 0.305
H -1.12073 -1.28148 2.02278 0.10 -0.19 -0.09 0.047
H 1.94812 -1.11383 1.02344 -0.11 -0.10 0.16 0.330
H 1.39771 -0.57938 2.64590 0.00 -0.23 -0.08 0.418
H 2.19263 0.56790 1.54499 -0.12 -0.19 0.01 0.060
C -10.00298 0.25857 -0.08687 -0.23 -0.15 -0.44 -1.135
C -8.61129 0.29618 -0.65950 0.29 -0.34 -1.43 0.880
C -7.49353 0.70866 0.26052 0.34 -0.06 -0.36 -1.027
O -8.39585 0.00121 -1.83395 -0.22 0.24 1.39 -0.574
H -10.70690 -0.05616 -0.86456 0.18 0.08 0.16 0.306
H -10.04687 -0.45936 0.73594 0.00 0.21 0.10 0.311
H -10.28852 1.25447 0.26122 0.04 -0.13 0.19 0.346
H -7.42560 0.01076 1.09879 -0.06 0.19 0.09 0.304
H -7.66725 1.72459 0.62407 -0.03 -0.14 0.17 0.421
H -6.54604 0.69013 -0.28860 -0.22 0.00 0.13 0.180
C 2.29702 2.28934 4.25159 -0.22 -0.16 -0.46 -0.926
C 3.68871 2.32695 3.67896 0.20 -0.34 -1.36 0.812
C 4.80647 2.73943 4.59898 0.39 -0.07 -0.38 -1.108
O 3.90415 2.03198 2.50451 -0.24 0.31 1.45 -0.459
H 1.59310 1.97461 3.47390 0.15 0.10 0.17 0.062
H 2.25313 1.57140 5.07440 -0.02 0.20 0.10 0.329
H 2.01148 3.28523 4.59968 0.04 -0.13 0.18 0.375
H 4.87440 2.04153 5.43725 -0.10 0.19 0.09 0.339
H 4.63275 3.75536 4.96253 -0.03 -0.14 0.17 0.342
H 5.75396 2.72090 4.04986 -0.21 0.03 0.10 0.206
C -3.13286 -2.11436 4.51037 0.42 -0.16 -0.12 -0.954
C -2.40727 -0.98432 5.19056 1.51 -0.08 -0.04 0.874
C -3.24334 0.07956 5.85019 0.39 0.32 0.18 -1.143
O -1.17853 -0.93235 5.20667 -1.43 0.01 -0.03 -0.579
H -2.40244 -2.80682 4.07870 -0.18 0.17 0.08 0.228
H -3.74127 -2.65679 5.23837 -0.15 0.11 -0.11 0.472
H -3.76075 -1.72215 3.70636 -0.12 -0.11 0.10 0.174
H -3.85665 -0.36512 6.63790 -0.14 0.05 -0.17 0.337
H -3.87613 0.56952 5.10590 -0.13 -0.14 0.12 0.302
H -2.58558 0.83086 6.30020 -0.13 -0.18 -0.11 0.308
C 2.80219 -4.06581 1.86118 -0.43 -0.11 -0.21 -0.765
C 3.61376 -4.82001 0.84203 -0.78 -0.80 -1.27 0.799
C 5.10941 -4.82521 1.01224 0.13 -0.28 -0.41 -1.065
O 3.07542 -5.40930 -0.09376 0.71 0.76 1.20 -0.565
H 1.73903 -4.14886 1.61191 0.23 0.01 0.04 0.201
H 2.96304 -4.49302 2.85415 0.10 0.21 0.01 0.400
H 3.08238 -3.00944 1.85130 0.09 -0.10 0.22 0.109
H 5.37304 -5.28628 1.96738 0.04 0.23 0.03 0.314
H 5.49238 -3.80270 0.96452 0.02 -0.06 0.22 0.298
H 5.56454 -5.40800 0.20427 -0.13 0.13 0.18 0.296
C 8.71437 2.32270 0.25069 0.39 0.26 0.23 -1.127
C 7.59390 3.14102 0.83466 0.17 1.08 0.79 0.914
C 6.18633 2.74518 0.47684 -0.10 0.45 0.22 -0.990
O 7.81989 4.09634 1.57565 -0.25 -1.19 -0.78 -0.608
H 9.67375 2.72331 0.59487 -0.22 -0.07 -0.08 0.306
H 8.62905 1.28515 0.58325 -0.07 0.00 -0.20 0.355
H 8.68403 2.37643 -0.84050 -0.06 -0.16 0.05 0.249
H 5.98838 1.72647 0.81950 -0.05 0.07 -0.19 0.326
H 6.04336 2.81775 -0.60424 0.05 -0.21 0.01 0.391
H 5.48209 3.42385 0.96986 0.18 -0.26 -0.10 0.173
C 8.28719 7.02120 0.51614 0.07 0.41 0.24 -0.788
C 7.52750 8.09883 -0.21029 0.36 1.44 0.60 0.783
C 6.65035 7.67573 -1.35814 -0.22 0.46 -0.18 -0.795
O 7.61998 9.27960 0.12136 -0.20 -1.38 -0.48 -0.590
H 8.87793 7.47283 1.32014 -0.15 -0.07 -0.19 0.297
H 7.58790 6.30547 0.95556 0.19 -0.10 -0.19 0.141
H 8.96603 6.51500 -0.17484 -0.19 -0.20 0.04 0.291
H 5.87811 6.98919 -1.00221 0.15 -0.14 -0.11 0.307
H 7.25624 7.19873 -2.13262 -0.08 -0.20 0.11 0.056
H 6.16394 8.55813 -1.78756 0.11 -0.17 0.12 0.311
C -0.87436 3.38109 -1.50567 0.08 -0.22 -0.46 -0.855
C -1.16775 4.40486 -2.56958 0.18 -0.55 -1.44 0.731
C -1.59074 5.77612 -2.11494 -0.07 0.26 -0.48 -1.051
O -1.06577 4.13137 -3.76439 -0.15 0.41 1.40 -0.578
H -0.58103 2.43864 -1.98011 -0.07 0.24 0.16 0.274
H -0.05128 3.72617 -0.87493 -0.22 -0.06 0.16 0.293
H -1.76860 3.20557 -0.90231 0.20 0.08 0.17 0.291
H -0.79956 6.22792 -1.51138 -0.17 -0.06 0.15 0.302
H -2.51688 5.70732 -1.53876 0.17 0.04 0.16 0.301
H -1.76886 6.40976 -2.99038 0.04 -0.16 0.18 0.293
C 7.31370 3.73836 -4.73404 0.03 -0.27 0.41 -1.064
C 8.36884 4.73088 -4.32454 0.75 -0.13 1.40 0.886
C 8.68983 5.84017 -5.29015 0.36 0.23 0.30 -1.183
O 8.94645 4.63892 -3.24256 -0.75 0.11 -1.30 -0.543
H 7.18718 2.99494 -3.93989 0.04 0.17 -0.17 0.226
H 6.36100 4.25124 -4.88802 0.07 -0.06 -0.21 0.324
H 7.62164 3.22472 -5.64828 -0.18 0.14 -0.06 0.351
H 7.79846 6.44670 -5.46888 0.03 -0.12 -0.20 0.320
H 9.05910 5.42018 -6.22915 -0.22 0.08 -0.04 0.408
H 9.46895 6.47987 -4.86194 -0.18 -0.16 -0.08 0.280
```
Forces are in eV/Å.

Its SMILES is COC[C@H]1OS(=O)(=O)CC[C@@H]1[C@@H](Br)[C@@H](C)Br.CC(C)=O.CC(C)=O.CC(C)=O.CC(C)=O.CC(C)=O.CC(C)=O.CC(C)=O.CC(C)=O.CC(C)=O. For the LUMO energy, the calculation gives 0.12 eV.